The following is a DFT calculation (wB97M-V/def2-TZVPD) of a cluster of 2 separate species, C4H3Cl2O2 in total.

Each line ends with the Mulliken spin population.
Element x y z (Å)
C -0.81677 -0.01848 -0.90278  0.384
C -2.13480 -0.24743 -0.66980  0.376
C -3.13940 -1.03428 -0.13627  0.241
C 1.14386 -0.85876 0.32273  0.668
O -3.84590 -1.94401 -0.18967  0.065
O -2.91260 0.13880 0.57282  0.111
Cl 1.59100 -2.47090 -0.20156  0.072
Cl 2.58672 0.14173 -0.01067  0.091
H -0.24079 -0.65045 -1.50264  0.011
H -0.27908 0.93146 -0.45216  0.011
H 0.98921 -1.06538 1.48319  -0.029

Properties
**E_LUMO (spin up / spin down)**: 3.28 / 2.39 eV
**Multiplicity**: 3
**Total charge**: -1
**Calculated total energy**: -33330.8953 eV
**Highest occupied orbital energy (spin up / spin down)**: -0.02115 / -0.15550 Ha
**HOMO-LUMO gap (spin up / spin down)**: 3.855 / 6.621 eV